# 1
{"formula": "C30H55F12N10P2", "method": "ωB97M-V/def2-TZVPD", "symbols": ["C", "C", "N", "C", "C", "N", "C", "C", "H", "H", "H", "H", "H", "H", "H", "H", "H", "H", "H", "C", "C", "N", "C", "C", "N", "C", "C", "H", "H", "H", "H", "H", "H", "H", "H", "H", "H", "H", "C", "C", "N", "C", "C", "N", "C", "C", "H", "H", "H", "H", "H", "H", "H", "H", "H", "H", "H", "C", "C", "N", "C", "C", "N", "C", "C", "H", "H", "H", "H", "H", "H", "H", "H", "H", "H", "H", "C", "C", "N", "C", "C", "N", "C", "C", "H", "H", "H", "H", "H", "H", "H", "H", "H", "H", "H", "P", "F", "F", "F", "F", "F", "F", "P", "F", "F", "F", "F", "F", "F"], "coordinates": [[1.02311, 4.00950, -0.96249], [0.82934, 5.53556, -1.17155], [1.96715, 6.11921, -1.90018], [3.01769, 6.80274, -1.35758], [3.80186, 7.19788, -2.38629], [3.24278, 6.71926, -3.54324], [2.13380, 6.03301, -3.22364], [3.77639, 6.95134, -4.88337], [0.05680, 3.57207, -0.70894], [1.66894, 3.78216, -0.12263], [1.39612, 3.56453, -1.88218], [0.76991, 6.02372, -0.20188], [-0.09986, 5.70815, -1.70604], [3.01689, 6.97567, -0.29562], [4.72490, 7.74879, -2.45241], [1.45554, 5.51845, -3.88225], [4.62469, 6.28033, -5.01596], [4.12122, 7.97734, -4.98050], [3.06345, 6.75317, -5.67796], [3.19376, 0.64002, 1.39046], [2.94984, 1.30912, 2.72950], [1.89690, 2.32185, 2.70156], [2.05410, 3.63588, 2.39795], [0.83725, 4.23774, 2.51589], [-0.02660, 3.24159, 2.91627], [0.59450, 2.06743, 2.93863], [-1.39679, 3.44717, 3.33324], [2.38462, 0.01199, 1.01543], [4.07864, 0.00274, 1.39425], [3.33721, 1.39120, 0.60733], [3.90818, 1.67832, 3.09207], [2.67997, 0.56015, 3.47500], [3.01637, 4.05909, 2.16608], [0.60756, 5.28759, 2.56359], [0.18193, 1.11156, 3.20178], [-1.48899, 3.66817, 4.39791], [-2.02298, 2.57174, 3.16839], [-1.91192, 4.25261, 2.81389], [1.31420, -3.17415, 3.73536], [0.23108, -3.42303, 4.78852], [-0.97841, -2.70739, 4.42582], [-1.81432, -2.94389, 3.36003], [-2.75432, -1.97125, 3.34067], [-2.52248, -1.17228, 4.41889], [-1.53145, -1.70549, 5.14373], [-3.16039, 0.12386, 4.66143], [2.24573, -3.59784, 4.12277], [1.59066, -2.11168, 3.73870], [1.15264, -3.45189, 2.69829], [0.58963, -3.24764, 5.79856], [0.05272, -4.50146, 4.78596], [-1.46645, -3.61518, 2.59348], [-3.44465, -1.75187, 2.53984], [-1.01645, -1.24714, 5.97190], [-3.93316, 0.29947, 3.91662], [-2.36605, 0.83693, 4.42222], [-3.45136, 0.22302, 5.70103], [4.10677, -1.11686, -3.38937], [3.33319, -0.88401, -2.09189], [3.17084, -2.07163, -1.28004], [4.09871, -2.60508, -0.42680], [3.56727, -3.77847, 0.04174], [2.32363, -3.90065, -0.52299], [2.08774, -2.83750, -1.30321], [1.34283, -4.95979, -0.24788], [3.50913, -1.46800, -4.22451], [5.03134, -1.67098, -3.23351], [4.46665, -0.12163, -3.66852], [2.34565, -0.46782, -2.30170], [3.78941, -0.10825, -1.47489], [5.07178, -2.14203, -0.45663], [3.96042, -4.58825, 0.63168], [1.22381, -2.55073, -1.87901], [1.63114, -5.54288, 0.62137], [1.33738, -5.57032, -1.14919], [0.34021, -4.58121, -0.06692], [-3.14410, -4.41581, -5.81912], [-2.78217, -3.02314, -5.34615], [-3.10822, -2.78766, -3.93484], [-3.70451, -1.69195, -3.36261], [-3.58420, -1.80090, -1.99782], [-2.89289, -2.98637, -1.78355], [-2.71535, -3.58470, -2.94749], [-2.50215, -3.51309, -0.48590], [-4.21312, -4.56843, -5.96265], [-2.87865, -5.19944, -5.10498], [-2.59258, -4.66288, -6.72416], [-3.24067, -2.27628, -5.99078], [-1.70647, -2.86067, -5.43546], [-3.91508, -0.85136, -4.00146], [-3.76408, -1.11069, -1.18925], [-2.29587, -4.57173, -3.04252], [-3.22430, -3.40148, 0.31936], [-1.51684, -3.15303, -0.20374], [-2.39923, -4.59696, -0.60393], [-0.74778, 0.18728, -0.08954], [0.15513, -0.10805, 1.21140], [-0.39143, -1.25940, -0.79538], [-1.99721, -0.52235, 0.70636], [-1.77741, 0.43594, -1.29774], [-1.17103, 1.61271, 0.52887], [0.49030, 0.85883, -0.88689], [-6.22882, -1.25723, 1.12928], [-7.60621, -2.06765, 1.02624], [-5.39733, -2.66559, 0.99020], [-6.22491, -0.97106, -0.44964], [-4.74883, -0.51535, 1.22292], [-6.95073, 0.16011, 1.37661], [-6.16262, -1.49550, 2.73830]], "forces_ev_per_a": [[-0.5496, 0.7410, -0.1238], [0.3961, -1.2248, 0.4739], [-0.4809, -0.4364, -0.6005], [-0.3740, 0.2181, 0.2933], [0.5482, 0.0940, -0.3098], [-1.0643, -0.4488, 0.0669], [0.3346, 0.6945, 0.3530], [0.7039, -0.2928, -0.2903], [0.0062, -0.1007, -0.1758], [0.3699, 0.0708, -0.1549], [-0.0383, -0.2207, 0.0600], [-0.0373, 0.2588, -0.1077], [0.1205, 0.2650, -0.1882], [0.3664, 0.1811, -0.0576], [-0.0635, 0.0956, 0.3032], [0.0682, 0.1333, -0.1970], [0.0347, 0.0979, -0.1134], [-0.0879, 0.0307, 0.1549], [-0.3067, -0.0490, 0.2965], [-0.1241, -0.0616, -1.0618], [0.4263, -1.2549, -0.0258], [-0.2553, -1.0341, -0.1954], [-0.0842, 0.7218, 0.0607], [0.6863, -0.5493, 0.7994], [-0.6748, 0.0235, -0.3827], [1.1268, 1.2050, 0.4800], [-1.5373, 0.0020, 0.4532], [-0.2223, 0.1583, 0.4187], [0.1416, 0.1958, 0.3422], [0.1562, 0.0770, 0.1130], [-0.3056, 0.7573, 0.0389], [-0.2706, 0.0693, -0.0110], [0.0168, -0.0465, 0.0435], [-0.2995, -0.0567, -0.2252], [-0.1093, 0.0153, -0.1020], [0.4899, 0.0723, 0.0080], [0.3853, -0.1788, -0.3297], [0.4907, 0.0842, -0.2948], [1.2717, 1.2241, 1.1841], [0.5105, -1.5007, -1.3513], [-1.5863, 0.5152, 1.7438], [1.3092, 0.0075, -0.5435], [0.1685, -0.1547, -0.8266], [-0.4635, -0.6942, 0.6919], [1.3064, 0.4049, -1.2465], [0.9026, 0.2649, -0.4487], [-0.1524, -0.5198, -0.3254], [-0.3763, 0.0946, -0.2031], [-0.4230, -0.3550, 0.1460], [-0.2502, 0.7219, -0.0240], [-0.4892, 0.0830, 0.0083], [-0.5283, -0.2529, 0.0460], [-0.4622, 0.2044, 0.2247], [-0.3726, -0.0314, 0.2463], [-0.3894, -0.3479, 0.3162], [-0.2019, 0.2303, 0.3377], [-0.3422, -0.0100, -0.1007], [0.4901, 1.1726, 0.3970], [-0.1469, 0.7948, -0.5186], [-0.7246, -0.2957, 0.2588], [0.1457, -0.5150, -0.6040], [0.3631, 0.3415, -0.2906], [-1.0186, 0.6952, 0.2764], [0.6451, -0.0153, 0.0680], [0.1835, -0.2949, -0.6017], [-0.0051, -0.4169, 0.1660], [-0.2275, -0.4025, -0.0750], [-0.1040, -0.0516, -0.2387], [-0.1036, -0.2862, 0.0212], [0.3189, -0.2646, 0.0368], [0.1185, -0.3068, 0.6395], [0.1579, 0.2101, 0.1678], [-0.2728, -0.4063, 0.2256], [0.2699, -0.0021, -0.1056], [-0.2183, -0.3770, 0.2658], [0.1298, 0.3882, -0.0888], [-0.1199, -0.6902, 0.2868], [0.3353, -0.2121, -0.3843], [-0.4453, -0.4249, 0.5428], [0.6984, 0.6954, 0.3745], [0.7644, -0.1028, -0.7915], [-1.4788, 0.8753, 0.5642], [0.8230, -0.4971, -0.1545], [0.4419, -1.5300, 0.0455], [-0.0008, 0.3243, -0.2478], [0.2660, 0.1739, 0.0954], [-0.2079, 0.1556, -0.1502], [-0.2855, 0.1356, 0.3777], [0.0072, -0.0569, -0.0096], [-0.5536, 0.0272, 0.2521], [-0.3632, -0.0692, -0.0373], [0.0514, 0.0668, -0.1649], [-0.3258, 0.6407, -0.3773], [-0.1585, 0.4827, 0.0223], [-0.0664, 0.0200, -0.0825], [-3.0100, -0.4579, -0.6555], [0.8273, -0.3443, -0.0779], [0.7023, 0.0803, 0.6165], [0.7784, -0.0528, -0.0206], [0.6137, 0.4233, -0.4433], [0.4912, 0.4016, 0.3036], [0.0591, -0.1542, 0.3335], [-0.6450, 0.2236, 0.9064], [0.3841, 0.4103, -0.0044], [0.2849, -0.1912, -0.7556], [0.3145, -0.4891, -0.2673], [0.2587, 0.1550, 0.0773], [0.0876, -0.3516, -0.0158], [0.0557, 0.1738, 0.1544]], "homo_ev": -15.6, "lumo_energy_ev": -6.3, "e_tot_ha": -3604.3750, "mol_weight_da": 845.76, "de_lowest_kcal_mol": 50.0, "spin_multiplicity": 1, "charge": 3}

=====

# 2
{"formula": "C30H55FHg2O12", "method": "ωB97M-V/def2-TZVPD", "symbols": ["Hg", "Hg", "C", "C", "O", "H", "H", "H", "H", "H", "C", "C", "O", "H", "H", "H", "H", "H", "O", "C", "O", "C", "C", "C", "H", "H", "H", "H", "H", "H", "H", "H", "O", "C", "O", "C", "C", "C", "H", "H", "H", "H", "H", "H", "H", "H", "O", "C", "O", "C", "C", "C", "H", "H", "H", "H", "H", "H", "H", "H", "O", "C", "O", "C", "C", "C", "H", "H", "H", "H", "H", "H", "H", "H", "O", "C", "O", "C", "C", "C", "H", "H", "H", "H", "H", "H", "H", "H", "F", "C", "C", "C", "C", "C", "C", "H", "H", "H", "H", "H"], "coordinates": [[-3.54893, -2.56271, -0.87695], [-4.75258, 0.36371, 0.03542], [-0.04054, -0.48331, 0.46424], [-1.22186, 0.08265, -0.38288], [-2.46564, -0.55105, -0.34877], [0.03489, -1.56861, 0.53162], [-0.25726, -0.17523, 1.48710], [0.91037, -0.09261, 0.10200], [-0.75565, 0.27469, -1.34925], [-1.33827, 1.11158, -0.04252], [-7.01303, 0.31198, -2.72453], [-6.26610, -1.01986, -2.51130], [-4.94687, -0.90458, -1.94893], [-7.32060, 0.77986, -1.78933], [-7.89921, 0.13955, -3.33530], [-6.39178, 1.06891, -3.20330], [-6.27667, -1.61206, -3.42634], [-6.91185, -1.66105, -1.91131], [2.13882, 2.57288, 0.29563], [2.75855, 1.87601, -0.49541], [3.25227, 0.62807, -0.19976], [3.11702, 0.03112, 1.07278], [4.49760, -0.00324, 1.72169], [3.08648, 2.27083, -1.92583], [2.78507, -0.99385, 0.90736], [2.31886, 0.44807, 1.68695], [4.93499, 0.99491, 1.74387], [5.11483, -0.62411, 1.07234], [4.47789, -0.31630, 2.76557], [3.55277, 1.39479, -2.37663], [3.81504, 3.07980, -1.97955], [2.20096, 2.51866, -2.51111], [3.06236, -1.93476, -1.34216], [2.67826, -2.12367, -2.46579], [3.17256, -3.07518, -3.26268], [4.23089, -4.02391, -2.97161], [4.84099, -4.58525, -4.21570], [1.60043, -1.33560, -3.13730], [3.90467, -4.84737, -2.33634], [5.05181, -3.41915, -2.58631], [5.58195, -5.38126, -4.14196], [5.33513, -3.80607, -4.79606], [4.08356, -5.04512, -4.85047], [1.99836, -0.45445, -3.64061], [1.01418, -1.07127, -2.25722], [0.92865, -1.92643, -3.75999], [-1.02265, 0.85368, -4.04309], [-0.06770, 1.54907, -4.35252], [0.17533, 2.75428, -3.92406], [-0.70190, 3.44373, -2.99712], [-0.16125, 4.74342, -2.49506], [1.01975, 1.21244, -5.29147], [-0.89516, 2.78534, -2.15019], [-1.64882, 3.57809, -3.51997], [-0.79662, 5.19145, -1.73110], [-0.15670, 5.54686, -3.23165], [0.84111, 4.57178, -2.10272], [1.03872, 0.13624, -5.46338], [1.98458, 1.47403, -4.85700], [0.69430, 1.81908, -6.13655], [-2.09865, -4.08713, 0.56375], [-1.03936, -4.72293, 0.47970], [-0.61876, -5.72463, 1.22497], [-1.38485, -6.32537, 2.21917], [-0.47024, -6.91055, 3.38587], [0.10559, -4.22734, -0.36231], [-2.00462, -7.10051, 1.76846], [-2.11919, -5.63021, 2.62611], [0.26387, -7.60235, 2.97284], [-1.04384, -7.42516, 4.15677], [-0.08799, -6.00286, 3.85286], [-0.10518, -3.20483, -0.67561], [0.35901, -4.87802, -1.19926], [1.02011, -4.10817, 0.21868], [-3.96900, 0.99206, 2.06195], [-3.55439, 1.61623, 3.03812], [-2.71753, 2.68633, 3.02865], [-2.28955, 3.32587, 1.85781], [-1.95327, 4.82201, 2.05418], [-3.86214, 1.13402, 4.44662], [-2.98932, 3.17103, 1.03655], [-1.41887, 2.74397, 1.55545], [-1.09841, 4.92988, 2.72178], [-2.73928, 5.36572, 2.57826], [-1.66926, 5.22306, 1.08125], [-4.30228, 0.13754, 4.48410], [-4.44082, 1.81693, 5.06862], [-2.85936, 1.04696, 4.86490], [-0.97017, 2.02311, 4.79513], [0.35528, 2.41672, 4.73843], [1.17414, 2.11263, 3.60437], [2.51207, 2.58930, 3.62752], [3.02200, 3.24514, 4.74584], [2.20768, 3.63479, 5.80387], [0.86193, 3.17324, 5.79660], [0.72503, 1.71539, 2.70609], [3.21753, 2.52998, 2.81191], [4.04999, 3.56955, 4.67960], [2.37251, 4.42713, 6.51901], [0.18323, 3.49195, 6.57390]], "forces_ev_per_a": [[1.6246, 1.4744, 0.1133], [1.7056, -0.6496, -0.9422], [-1.5362, 0.0190, 0.5044], [2.4356, 0.2069, -0.1157], [-2.1168, -0.9643, 0.1647], [-0.1388, -0.0375, -0.4275], [0.5373, 0.0694, 0.2431], [-0.3023, 0.0716, 0.0733], [-0.8504, -0.5839, -0.8628], [-0.5055, 0.1806, 0.3729], [1.1213, -0.1486, 0.0841], [-1.5101, -0.0797, 0.3730], [0.0942, 0.3106, 1.7037], [-0.2199, -0.2258, 0.3993], [0.0145, -0.0039, 0.0783], [0.0819, -0.2169, -0.3559], [0.9685, 0.3056, -0.4452], [0.0473, 0.0816, 0.5713], [0.5534, -1.0284, -0.8373], [-0.2590, 0.1642, 1.1127], [-0.6369, 1.5174, -1.2446], [0.1465, -0.6278, 1.1246], [-0.3289, 0.5495, -0.1946], [0.3343, -1.0212, 0.1304], [0.1758, -0.0517, -0.3380], [0.3204, 0.6813, -0.0804], [-0.0127, 0.1185, -0.1505], [0.2155, -0.1080, 0.4159], [-0.0605, -0.4477, -0.1819], [0.0485, 0.0798, -0.1778], [-0.2109, 0.1135, 0.2476], [-0.0444, 0.1817, 0.2994], [-0.1535, -0.0597, 0.3204], [1.3210, -1.1078, -0.2004], [-0.5418, -0.8306, -1.5104], [1.3000, 0.8658, 0.6559], [-0.6492, -0.1679, -1.9477], [-0.6438, -0.2117, 1.0266], [-0.2062, 0.4935, 0.3883], [-0.2431, -0.2660, 1.1235], [0.0132, 0.1250, 0.9781], [-0.1597, 0.1023, -0.0534], [-0.2027, 0.1539, -0.1814], [-0.0918, -0.2282, 0.1137], [-0.2632, 0.7556, -0.2324], [0.4679, 0.0371, -0.3415], [0.5445, 0.6419, 0.0009], [-0.9362, -1.5985, 0.7133], [0.2866, 2.5297, 1.2922], [-1.2557, -0.8183, -0.2391], [0.5998, 0.5646, -0.3629], [-0.1316, -0.9629, -0.0297], [0.0600, -0.2356, -0.0143], [-0.1092, 0.0132, 0.0346], [-0.0599, -0.5577, 0.3455], [0.3827, -0.3106, -0.4006], [-0.0080, 0.3433, 0.1382], [-0.2686, 0.2563, -0.5543], [-0.0776, 0.4955, -0.4131], [0.8997, -0.2661, -0.5671], [-1.0640, -0.7965, -0.0809], [1.9035, 0.8806, 0.1225], [0.1381, 1.0558, -1.1884], [-1.4765, -1.8325, 2.4197], [-1.0935, 1.2775, -1.4462], [0.1217, 0.5858, -0.2948], [0.2504, -0.2461, -0.1741], [0.2501, 0.3105, 0.1060], [0.1826, 0.3488, 0.1706], [-0.2988, -0.0058, -0.3425], [0.7492, -0.3850, 0.0981], [-0.2403, -0.2568, -0.4809], [-0.2170, 0.0059, -0.0211], [-0.0851, -0.4313, 0.2969], [-0.5287, -0.0392, -1.5729], [1.0137, 1.6513, 1.4741], [-2.8444, -2.0395, 1.1254], [0.8910, 0.3641, -1.5589], [0.1955, -1.1500, 0.7343], [0.8926, -0.1141, -0.3749], [-0.4753, 0.1830, 0.0896], [0.4361, 0.3693, -0.1403], [0.2114, -0.2053, -0.1311], [-0.3145, 0.0170, -0.5833], [-0.2916, 0.2086, 0.1328], [-0.1610, 0.2269, -0.4280], [0.1159, 0.2183, -0.3233], [-0.1031, 0.0885, 0.4455], [1.2701, 0.1305, -0.1292], [1.5388, 0.0040, -0.4966], [-0.1833, 1.2816, 1.1975], [-0.9544, -0.4445, 0.8365], [-0.0455, 0.6632, 0.0671], [-2.1908, -0.6475, -0.8502], [0.3287, 0.0327, -0.5276], [0.0943, -0.2646, -0.0373], [-0.4635, -0.4665, -0.3848], [0.0630, 0.1533, 0.1734], [0.8765, -0.3534, 0.2277], [-0.0572, -0.0657, 0.1090]], "homo_ev": -12.8, "lumo_energy_ev": -9.4, "e_tot_ha": -2484.9303, "mol_weight_da": 1027.94, "spin_multiplicity": 1, "charge": 2}